Entry 1:
A cluster of 2 separate species, C3H8NO2 in total, computed with the ωB97M-V functional and the def2-TZVPD basis.

Values from the calculation:
- net charge = +1
- E_HOMO (alpha / beta) (eV) = -10.45 / -15.10
- spin multiplicity = 3
- orbital gap (alpha / beta) (eV) = 6.732 / 5.955
- ⟨S²⟩ = 2.01

Positions of all 14 atoms, in Å:
C1 -1.460158 1.121785 -0.385213
C2 -0.184895 0.584961 -0.028945
C3 1.121549 0.079006 -0.327003
N1 2.202817 0.054963 0.675125
O1 -0.811442 1.149102 0.916077
O2 -1.270737 -1.778056 0.395277
H1 -1.503469 2.035535 -0.928763
H2 -2.368830 0.391983 -0.293795
H3 1.394122 0.846340 -1.156061
H4 0.981194 -0.659713 -1.113337
H5 2.799740 -0.733451 0.737292
H6 -1.811647 -2.278080 1.102837
H7 2.688985 0.919451 0.815313
H8 -1.777223 -1.733829 -0.408800

Atomic forces in eV per Å
-1.5868 -2.7304 0.0606
0.5425 -1.5166 -1.4725
0.9031 1.7737 -2.1587
-2.1005 0.2109 -2.8552
-1.2933 2.4804 3.8541
-0.5998 -1.2404 2.3258
-0.4103 0.7130 -0.0990
1.6071 1.7397 -0.6763
1.3427 0.1482 1.0303
0.6760 -1.9033 1.1811
0.4943 -1.4102 0.2883
1.1114 1.1522 -2.0087
-0.0865 0.9550 0.8036
-0.5998 -0.3722 -0.2734


Entry 2:
The ion C3H8NO2 with charge +1, computed with the ωB97M-V functional and the def2-TZVPD basis.

Values from the calculation:
- net charge = +1
- E_HOMO (alpha / beta) (eV) = -10.45 / -14.83
- spin multiplicity = 3
- orbital gap (alpha / beta) (eV) = 7.257 / 4.606
- ⟨S²⟩ = 2.01

Positions of all 14 atoms, in Å:
C1 -1.127063 0.935114 -0.121345
C2 -0.016150 -0.091931 -0.137459
C3 1.029661 -0.137892 0.989222
N1 0.217371 -0.877150 -1.157861
O1 -1.624201 1.247190 -1.389055
O2 1.789360 -1.253952 0.769360
H1 -1.796609 0.620227 0.625870
H2 -0.822377 1.883317 0.372567
H3 0.528779 0.075812 1.980965
H4 1.541145 0.745130 0.952287
H5 -0.323479 -1.086161 -1.965445
H6 1.098667 -1.311799 -1.163184
H7 -2.597654 1.068989 -1.323916
H8 2.102548 -1.816893 1.567994

Atomic forces in eV per Å
0.7966 1.2933 0.4157
0.1901 1.0815 0.9986
-3.1023 -1.1541 1.4115
0.4119 -1.4976 -2.4264
-0.8127 -1.0768 1.4795
0.8699 -0.9488 1.9430
-2.1926 -0.6102 0.3362
0.9788 0.1630 -0.4430
0.4942 -1.3733 -0.3357
2.4483 2.7674 -0.9155
-0.6803 0.3547 -0.1807
0.9738 -0.7019 -0.2174
0.7237 0.2107 -0.5939
-1.0994 1.4920 -1.4718


Entry 3:
The ion C3H8NO2 with charge +2, computed with the ωB97M-V functional and the def2-TZVPD basis.

Values from the calculation:
- net charge = +2
- E_HOMO (alpha / beta) (eV) = -22.85 / -22.79
- spin multiplicity = 2
- orbital gap (alpha / beta) (eV) = 12.909 / 8.275
- ⟨S²⟩ = 0.76

Positions of all 14 atoms, in Å:
C1 -0.005579 0.893248 -0.116412
C2 0.232486 -0.650536 -0.072079
C3 -0.075407 -1.381068 1.218229
O1 -0.787312 -0.746736 2.251983
O2 0.045069 -2.588147 1.190452
N1 0.059399 1.309995 -1.552633
H1 0.630619 1.425936 0.595507
H2 -1.034205 1.109494 0.281778
H3 -0.218464 -1.192748 -0.915791
H4 1.284165 -0.869677 -0.294089
H5 -0.432059 -1.363826 2.952154
H6 1.040763 1.164377 -1.823022
H7 -0.467753 0.620664 -2.110072
H8 -0.271725 2.269018 -1.606001

Atomic forces in eV per Å
-2.2678 -1.2185 1.8452
1.2134 0.4217 -0.5742
-3.4746 3.2421 0.0044
3.8213 -2.9884 -2.0446
0.6303 -1.1120 0.6275
0.9906 -1.4165 1.2935
0.4785 0.1544 -0.8216
0.7438 -0.1636 -0.7050
-0.6010 0.0127 0.4414
0.2518 0.0722 0.3593
-1.3961 0.9085 1.0413
-0.0864 0.8965 -0.5315
-0.3450 0.8504 -0.1632
0.0412 0.3405 -0.7725


The calculation returns the following total energy values, one per record and in order: -8811.3834, -8812.3766, -8803.9248 eV.
The calculation returns the following ΔE to the lowest compared entry with this formula, charge and spin values, one per record and in order: 320.8, 225.0, 99.0 kJ/mol.
The calculation returns the following maximum force values, one per record and in order: 4.76, 3.81, 5.26 eV/Å.